DFT (wB97M-V/def2-TZVPD) results for 2 unconnected molecules or ions with the total composition C3HNO4S2 at a distorted geometry.

- HOMO level (spin up / spin down) (Eh) = -0.0037 / -0.0038
- relative energy (zero: lowest compared OMol25 entry of this formula, charge and spin) (eV) = 0.000
- lowest unoccupied orbital energy (spin up / spin down) (eV) = 5.676 / 5.676
- total charge = -2

Each line ends with the natural charge from an NBO analysis.
Geometry (Å):
S (-2.11460, 1.77449, 0.69721)  -0.3718
S (-0.77075, 1.44997, 3.33128)  0.7528
O (1.92246, -0.33711, -3.89508)  -0.6799
O (-1.19524, -1.52092, -1.39256)  -0.6987
O (0.40249, -1.60196, 0.20704)  -0.7024
O (0.50813, 0.73360, 3.82581)  -1.0574
N (0.83293, -0.60063, -1.82273)  -0.6172
C (-0.87125, 1.12958, 1.66348)  -0.5723
C (1.35443, -0.47256, -2.86213)  0.7827
C (-0.14930, -1.33185, -0.83673)  0.9195
H (0.08069, 0.77740, 1.08440)  0.2446

---

DFT (wB97M-V/def2-TZVPD) results for a molecular structure, C3HO2Zn at a distorted geometry.

- HOMO level (Eh) = -0.5534
- relative energy (zero: lowest compared OMol25 entry of this formula, charge and spin) (eV) = 0.000
- lowest unoccupied orbital energy (eV) = -8.317
- total charge = +1

Each line ends with the natural charge from an NBO analysis.
Geometry (Å):
Zn (-0.71506, 2.66440, 0.66299)  1.6577
O (-1.40151, 0.89145, 0.16294)  -0.7277
O (0.73642, 1.36375, 0.35087)  -0.7286
C (0.14150, -0.83364, -0.25397)  -0.1558
C (0.31238, -2.03704, -0.22886)  -0.0414
C (-0.18685, 0.54401, 0.07360)  0.7118
H (1.11313, -2.59293, -0.76757)  0.2840

---

DFT (wB97M-V/def2-TZVPD) results for a molecular structure, C3HO3S at a distorted geometry.

- HOMO level (Eh) = -0.1514
- relative energy (zero: lowest compared OMol25 entry of this formula, charge and spin) (eV) = 2.049
- lowest unoccupied orbital energy (eV) = 3.195
- total charge = -1

Each line ends with the natural charge from an NBO analysis.
Geometry (Å):
S (-0.86677, -1.54299, 0.27255)  0.2815
O (-1.97700, 0.57667, 1.64714)  -0.5495
O (1.78230, 0.95988, -1.13523)  -0.7547
O (1.75022, -0.09659, 0.85506)  -0.7540
C (-1.43637, -0.10765, 0.84525)  0.4055
C (-0.10561, -0.17423, -0.58062)  -0.5683
C (1.31918, 0.29372, -0.21209)  0.7219
H (-0.46595, 0.09119, -1.69207)  0.2176

---

DFT (wB97M-V/def2-TZVPD) results for a gas-phase ion, C3IS2 (charge -1) at a distorted geometry.

- HOMO level (Eh) = -0.1077
- relative energy (zero: lowest compared OMol25 entry of this formula, charge and spin) (eV) = 1.272
- lowest unoccupied orbital energy (eV) = 2.398
- total charge = -1
- structure (SMILES) = S=C([S-])C#CI

Each line ends with the natural charge from an NBO analysis.
Geometry (Å):
I (-1.10503, -1.77429, 2.28137)  0.2787
S (1.67746, 1.10846, 0.08946)  -0.3646
S (-0.42449, 1.69161, -1.84107)  -0.2569
C (-0.39557, -0.89406, 0.71046)  -0.2109
C (0.29307, 0.59829, -0.78930)  -0.3501
C (-0.04544, -0.73001, -0.45093)  -0.0962

---

DFT (wB97M-V/def2-TZVPD) results for a molecular structure, C3LaO3 at a distorted geometry.

- HOMO level (spin up / spin down) (Eh) = -0.6050 / -0.6812
- multiplicity = 2
- relative energy (zero: lowest compared OMol25 entry of this formula, charge and spin) (eV) = 1.866
- lowest unoccupied orbital energy (spin up / spin down) (eV) = -10.623 / -10.505
- expectation value of S² = 0.75
- total charge = +2

Each line ends with the natural charge from an NBO analysis.
Geometry (Å):
La (-0.43618, -0.80449, 1.43657)  2.1394
O (-3.00899, -0.42972, 1.90182)  -0.7567
O (2.01528, 1.06821, -0.44424)  -0.3439
O (2.54747, 0.18043, -2.67365)  -0.3276
C (1.91882, 0.28840, -1.66859)  0.6501
C (-4.12232, -0.28081, 2.06757)  0.7776
C (1.08592, -0.02203, -0.61947)  -0.1391

---

DFT (wB97M-V/def2-TZVPD) results for a molecular structure, C3LiMgO3 at a distorted geometry.

- HOMO level (Eh) = -0.8180
- lowest unoccupied orbital energy (eV) = -15.596
- total charge = +3

Each line ends with the natural charge from an NBO analysis.
Geometry (Å):
Mg (1.54045, 2.88642, 0.38613)  1.9375
O (0.83137, -0.93995, -0.30040)  -0.5161
O (0.50141, 1.37369, -0.31659)  -0.8563
O (-2.89828, -0.70185, 0.64590)  -0.1154
C (0.52038, 0.19776, -0.77601)  0.8220
C (-1.87112, -0.46461, 0.21627)  0.6818
C (-0.76333, -0.21226, -0.49460)  0.0527
Li (2.13912, -2.13920, 0.63929)  0.9937

---

DFT (wB97M-V/def2-TZVPD) results for 2 unconnected molecules or ions with the total composition C3N2O2 at a distorted geometry.

- HOMO level (Eh) = -0.3826
- relative energy (zero: lowest compared OMol25 entry of this formula, charge and spin) (eV) = 0.000
- lowest unoccupied orbital energy (eV) = 0.291
- structure (SMILES) = O=C=C=C=O.N#N

Each line ends with the natural charge from an NBO analysis.
Geometry (Å):
O (-0.92461, -1.70656, -1.75130)  -0.4319
O (-1.64730, -1.10223, 2.69967)  -0.4271
N (3.09228, 3.16887, -1.54452)  0.0003
N (2.41284, 2.73971, -0.79646)  -0.0001
C (-0.93357, -1.23241, -0.71117)  0.7521
C (-1.22194, -1.07533, 1.63800)  0.7625
C (-0.77771, -0.79205, 0.46577)  -0.6558

---

DFT (wB97M-V/def2-TZVPD) results for a gas-phase ion, C3N3O (charge +1) at a distorted geometry.

- HOMO level (Eh) = -0.6518
- relative energy (zero: lowest compared OMol25 entry of this formula, charge and spin) (eV) = 6.007
- lowest unoccupied orbital energy (eV) = -7.279
- total charge = +1

Each line ends with the natural charge from an NBO analysis.
Geometry (Å):
O (2.57597, 1.42650, 0.17008)  -0.2505
N (-2.11616, -1.22612, -1.84055)  -0.0895
N (-0.67445, -0.36946, 0.30333)  -0.2149
N (0.62709, 0.19745, 0.56109)  -0.4070
C (-1.45227, -0.86382, -1.00916)  0.4171
C (-0.57862, -0.03342, 1.49461)  0.5770
C (1.61844, 0.86888, 0.32059)  0.9678